(1)
82
Properties=species:S:1:pos:R:3:forces:R:3:lowdin_spin:R:1 method="wB97M-V/def2-TZVPD" homo_lumo_gap_ev="5.6092 / 5.6392" lumo_energy_ev="-2.438 / -2.419" e_homo_ev="-8.05 / -8.06" spin_multiplicity=7 total_charge=+1
Tb 0.117 -0.142 0.557 -0.4 -0.9 -2.8 6.1172
C -0.032 0.750 3.765 1.6 -0.9 2.0 -0.0001
C -1.385 1.181 3.198 -0.4 -0.3 -0.9 0.0002
N -1.232 1.514 1.760 0.8 0.4 0.5 -0.0151
C -0.440 2.733 1.447 1.3 -1.0 -0.6 -0.0010
C 1.841 2.627 0.179 -2.3 0.6 0.0 -0.0008
S 2.681 1.044 0.476 0.4 0.1 1.0 -0.0176
C 2.925 1.065 2.309 0.0 -0.4 -0.4 0.0000
C 2.364 -0.128 3.045 -0.9 -0.7 -0.1 -0.0002
N 0.840 -0.232 2.998 -0.2 -0.3 -0.9 -0.0150
H 0.614 1.650 3.916 -0.6 -0.7 0.2 0.0000
H -0.174 0.210 4.753 -0.1 1.3 -0.8 -0.0001
H -2.203 0.448 3.275 0.7 -0.3 -0.1 0.0001
H -1.827 2.026 3.726 0.6 0.2 0.4 0.0000
H -2.113 1.534 1.287 -0.7 0.3 -0.1 -0.0001
H -1.097 3.565 1.239 0.1 0.3 -0.2 0.0000
H 0.272 2.971 2.282 -0.8 -0.2 -0.7 0.0000
H 3.173 2.571 -1.328 -0.5 0.7 -0.3 -0.0007
H 2.105 3.384 0.952 -0.2 -0.6 -0.3 -0.0001
H 3.992 1.114 2.452 0.4 0.0 0.2 -0.0001
H 2.504 1.945 2.742 -0.2 0.9 0.0 0.0000
H 2.724 -1.081 2.593 -0.3 0.6 0.3 0.0001
H 2.718 -0.115 4.076 0.0 0.1 0.1 -0.0003
H 0.651 -1.202 3.314 -0.2 0.9 -0.3 0.0002
C -0.956 -2.622 -2.911 -0.3 -1.8 0.8 0.0000
Si -2.113 -2.107 -1.512 -0.7 -0.6 0.2 -0.0011
C -2.536 -0.270 -1.810 -0.9 0.6 -0.5 -0.0018
C -3.780 -3.075 -1.745 0.8 -0.1 -1.3 0.0001
C -1.352 -2.441 0.198 -0.3 2.3 0.6 -0.0159
C -0.050 -3.087 0.120 1.6 -1.0 -0.3 -0.0011
C 0.083 -4.500 -0.153 0.3 0.5 0.8 -0.0002
C 1.366 -5.063 -0.117 -0.8 1.1 0.2 0.0004
C 2.502 -4.218 -0.109 0.4 0.0 0.2 -0.0004
C 2.365 -2.847 -0.018 -1.3 0.3 0.5 -0.0002
N 1.108 -2.315 0.250 0.2 -0.8 -1.0 -0.0169
Si -2.628 -2.956 1.526 1.3 -1.7 -2.1 -0.0002
C -1.859 -2.909 3.241 -1.2 1.8 0.7 0.0006
C -4.235 -2.035 1.393 -0.8 -0.3 0.4 0.0001
C -3.004 -4.789 1.106 0.7 -1.1 0.4 -0.0003
H -1.501 -2.606 -3.860 0.2 0.0 0.1 0.0000
H -0.566 -3.675 -2.716 -0.6 1.1 -0.4 0.0000
H -0.085 -2.010 -2.956 0.7 0.7 -0.2 0.0000
H -3.644 -0.086 -1.966 1.1 -0.3 0.6 -0.0001
H -2.120 0.086 -2.770 0.2 -0.2 0.4 0.0000
H -2.157 0.434 -1.037 -0.3 -0.2 -0.3 -0.0014
H -3.812 -3.378 -2.839 -0.2 0.5 1.1 0.0000
H -4.640 -2.447 -1.504 0.0 -0.2 -0.2 0.0000
H -3.847 -4.017 -1.195 0.0 0.3 0.0 0.0000
H -0.887 -5.064 -0.227 1.5 0.4 0.0 -0.0001
H 1.492 -6.130 -0.034 0.1 -0.2 -0.4 0.0000
H 3.513 -4.633 -0.097 -0.4 0.0 -0.3 -0.0001
H 3.233 -2.129 -0.133 -1.2 -0.9 0.4 0.0000
H -1.960 -1.827 3.605 0.4 -1.3 -0.2 0.0001
H -0.848 -3.244 3.305 1.0 0.0 -0.3 0.0000
H -2.369 -3.515 3.990 -0.4 0.0 -0.1 0.0001
H -4.099 -0.980 1.513 0.1 0.9 0.1 0.0001
H -4.848 -2.354 2.253 0.1 0.1 -0.1 0.0000
H -4.879 -2.174 0.506 0.7 -0.2 0.4 0.0000
H -2.820 -5.046 0.035 -0.4 0.4 0.9 0.0000
H -4.053 -5.035 1.342 0.4 -0.1 0.0 0.0000
H -2.324 -5.524 1.665 -1.0 1.0 -0.4 0.0000
C 3.525 7.200 -1.438 -0.5 1.0 -0.4 0.0000
O 2.785 6.651 -2.531 0.5 -0.1 0.1 0.0002
C 2.402 5.357 -2.429 0.2 -0.7 4.2 -0.0002
C 1.598 4.862 -3.437 -1.9 -1.8 -2.6 -0.0033
C 1.036 3.561 -3.404 2.1 3.9 -0.8 0.0012
C 1.351 2.701 -2.383 -0.9 -3.9 0.7 -0.0015
C 0.959 1.299 -2.581 0.1 4.2 1.7 0.0029
C 0.953 0.806 -3.965 0.8 -0.7 -0.7 0.0005
O 0.627 0.548 -1.587 0.4 -1.5 0.5 -0.0152
C 2.206 3.175 -1.227 1.5 -2.1 0.1 -0.0009
O 0.327 2.368 0.223 0.4 0.9 2.1 -0.0100
C 2.560 4.606 -1.257 0.1 1.8 -0.9 -0.0024
H 3.795 8.219 -1.746 -0.2 -0.3 -0.1 0.0000
H 4.469 6.682 -1.272 -0.2 -0.3 0.3 0.0000
H 2.878 7.315 -0.541 0.5 -0.4 -0.4 0.0000
H 1.428 5.560 -4.261 -0.3 -0.4 0.1 -0.0002
H 0.385 3.258 -4.193 -0.3 -0.1 -0.4 0.0001
H 1.610 1.416 -4.620 -0.5 -0.5 0.5 0.0000
H -0.024 0.752 -4.409 -0.6 -0.1 -0.2 0.0002
H 1.352 -0.215 -3.900 -0.1 0.1 -0.3 0.0001
H 3.071 5.034 -0.391 -0.1 -0.3 -0.3 -0.0002


(2)
79
Properties=species:S:1:pos:R:3:forces:R:3:lowdin_spin:R:1 method="wB97M-V/def2-TZVPD" homo_lumo_gap_ev="6.0922 / 5.8413" lumo_energy_ev="-3.883 / -5.004" e_homo_ev="-9.98 / -10.85" spin_multiplicity=5 total_charge=+1
C 0.558 -2.610 1.122 0.8 0.2 -0.5 0.2210
C -0.708 -2.836 0.522 0.2 0.9 -1.1 0.1110
C -0.775 -2.112 -0.693 0.0 -0.6 0.1 0.1258
H -1.475 -3.487 0.900 -0.3 0.1 0.2 0.0021
C 0.505 -1.501 -0.930 0.5 -0.4 0.2 0.0151
C 1.344 -1.803 0.229 0.0 -0.8 -0.5 0.0070
H 2.417 -1.629 0.255 -0.3 -0.1 0.2 0.0045
H 0.923 -3.033 2.052 -0.2 0.1 -0.2 0.0096
H -1.602 -2.065 -1.397 0.1 -0.1 0.3 0.0050
H 0.864 -1.065 -1.857 -0.2 -0.2 0.0 0.0038
C -0.883 2.323 -0.202 0.4 -0.4 -0.7 0.1840
C -0.402 2.742 1.060 1.0 -0.9 -0.1 0.0720
C 0.940 2.264 1.231 -0.3 0.1 -1.0 0.1977
H -0.930 3.341 1.798 0.0 -0.2 -0.3 -0.0003
C 1.319 1.552 0.021 0.4 1.1 -0.2 0.0054
C 0.156 1.562 -0.867 -0.1 1.0 0.4 -0.0149
H 0.129 1.229 -1.897 0.1 0.1 0.0 0.0004
H -1.817 2.613 -0.691 0.3 -0.3 0.5 0.0080
H 1.604 2.464 2.068 -0.3 -0.2 -0.2 0.0115
H 2.320 1.282 -0.295 0.0 0.2 0.1 0.0036
Ru 0.170 -0.060 0.543 -0.6 0.5 0.4 1.9757
O -0.134 -0.172 -3.851 -0.5 -0.9 -1.0 0.0010
C -1.382 -0.776 -4.291 1.6 -0.1 -0.7 0.0001
C -0.112 -0.978 -5.094 -1.3 0.2 1.5 0.0001
H -1.720 -1.610 -3.670 -0.1 0.3 -0.2 0.0000
H -2.123 -0.088 -4.714 0.2 -0.2 0.4 0.0000
H 0.362 -1.964 -5.007 0.0 0.5 0.1 0.0000
H 0.949 -1.919 -7.409 -0.1 0.3 -0.2 0.0000
C 0.636 -0.874 -7.502 -0.5 0.1 1.0 0.0000
C 0.085 -0.244 -6.357 0.2 0.8 -1.2 0.0000
C -0.315 1.105 -6.459 0.2 -0.5 -0.1 0.0000
H -0.732 1.614 -5.585 0.2 -0.2 -0.3 0.0000
C -0.174 1.791 -7.665 0.1 -0.2 -0.2 0.0000
H -0.474 2.839 -7.722 0.1 -0.3 0.0 0.0000
C 0.342 1.150 -8.800 0.0 -0.4 0.5 0.0000
H 0.438 1.686 -9.744 0.0 -0.1 0.3 0.0000
C 0.742 -0.193 -8.710 -0.1 0.3 -0.1 0.0000
H 1.133 -0.710 -9.589 -0.1 0.2 0.3 0.0000
C 3.360 0.278 4.495 0.1 0.2 0.1 0.0014
Si 1.918 1.147 5.331 0.3 0.1 -0.1 0.0058
C 2.044 0.980 7.204 0.0 -0.1 -0.1 -0.0007
C 1.962 2.990 4.971 0.0 0.0 0.0 0.0020
Si -0.027 0.017 4.720 -0.4 0.2 0.1 0.0849
Te -1.250 -0.282 2.579 -1.1 -0.5 1.1 0.7842
Si 0.027 -2.205 5.425 -0.2 -0.4 0.3 0.0353
C -0.079 -2.254 7.303 0.0 -0.1 -0.1 0.0089
C -1.454 -3.131 4.711 0.1 -0.1 0.1 0.0160
C 1.607 -3.119 4.956 0.0 0.0 -0.1 0.0064
Si -2.000 1.093 5.365 -0.3 0.0 1.1 0.0388
C -2.101 0.944 7.249 -0.3 0.3 -0.1 0.0123
C -1.914 2.919 4.923 -0.1 0.1 0.0 0.0036
C -3.633 0.397 4.700 0.0 0.1 -0.1 0.0205
H 4.267 0.829 4.783 -0.1 -0.2 -0.2 0.0002
H 3.275 0.291 3.400 0.0 0.0 0.2 0.0003
H 3.470 -0.765 4.816 0.0 0.3 -0.1 0.0000
H 2.961 1.524 7.479 -0.2 -0.2 0.1 -0.0001
H 1.197 1.443 7.727 0.2 -0.1 -0.1 0.0000
H 2.137 -0.059 7.542 0.0 0.2 -0.1 0.0000
H 1.972 3.230 3.902 0.0 0.0 0.2 -0.0001
H 1.130 3.535 5.435 0.2 -0.2 -0.1 0.0000
H 2.899 3.361 5.413 -0.2 0.0 -0.1 0.0003
H -0.999 -1.811 7.701 0.2 -0.1 -0.1 0.0000
H -0.068 -3.322 7.566 0.0 0.2 0.1 0.0018
H 0.777 -1.773 7.793 -0.2 -0.1 -0.1 0.0000
H -1.451 -3.176 3.614 0.0 0.0 0.2 0.0111
H -1.392 -4.158 5.100 -0.1 0.1 -0.1 0.0002
H -2.412 -2.702 5.032 0.2 -0.1 -0.1 0.0003
H 1.774 -3.188 3.875 0.0 0.0 0.3 -0.0003
H 2.498 -2.668 5.412 -0.2 -0.2 -0.1 0.0000
H 1.501 -4.143 5.348 0.1 0.2 -0.1 0.0012
H -1.234 1.372 7.768 -0.2 -0.1 -0.1 0.0000
H -2.991 1.520 7.539 0.2 -0.1 0.2 0.0019
H -2.237 -0.087 7.595 0.0 0.2 -0.1 0.0001
H -1.861 3.116 3.846 0.0 -0.1 0.2 0.0022
H -2.848 3.364 5.298 0.2 0.0 -0.1 -0.0001
H -1.076 3.436 5.406 -0.2 -0.2 -0.1 0.0004
H -3.771 0.504 3.615 0.0 0.0 0.4 0.0094
H -3.778 -0.660 4.956 0.1 0.2 0.0 0.0015
H -4.427 0.973 5.195 0.1 -0.1 0.0 0.0009


(3)
86
Properties=species:S:1:pos:R:3:forces:R:3:lowdin_charge:R:1 method="wB97M-V/def2-TZVPD" homo_lumo_gap_ev=8.5416 lumo_energy_ev=-6.682 e_homo_ev=-15.22 spin_multiplicity=1 total_charge=+2
Hf 0.134 -1.297 1.476 -0.4 -0.5 -0.3 1.8156
C 1.564 0.208 4.147 0.0 0.0 -0.1 -0.0344
C 0.382 1.181 4.062 0.0 0.0 0.0 -0.3545
C 0.560 2.323 5.057 0.0 0.0 0.0 -0.0445
C 0.237 1.682 2.656 0.0 -0.1 -0.1 -0.2057
C 0.238 2.952 2.133 0.0 0.0 0.0 0.0906
C 0.144 2.812 0.740 0.0 0.0 0.1 -0.1407
C 0.054 3.887 -0.297 0.0 0.0 0.0 -0.3442
C 0.584 5.217 0.232 0.0 0.0 0.0 -0.0479
C -1.399 4.017 -0.771 0.0 0.0 0.0 -0.0213
N 0.096 1.506 0.453 0.0 -0.1 0.0 0.0701
N 0.133 0.791 1.633 0.0 0.5 0.2 -0.0718
B 0.120 0.743 -0.909 0.0 0.0 0.0 -0.4554
N 1.414 -0.134 -0.961 0.0 0.0 0.1 0.0760
N 1.697 -1.014 0.080 0.4 0.0 -0.3 -0.0607
C 2.954 -1.500 -0.133 -0.1 0.0 0.1 -0.2089
C 3.435 -0.981 -1.308 0.0 0.1 0.0 0.0823
C 2.453 -0.121 -1.806 0.0 0.0 0.0 -0.1424
C 2.565 0.643 -3.097 0.0 0.0 0.0 -0.3335
C 2.728 2.152 -2.901 0.0 0.0 0.0 -0.0283
C 1.448 0.300 -4.084 0.0 0.0 0.0 -0.0340
C 3.635 -2.399 0.855 0.0 0.0 0.0 -0.3447
C 4.704 -3.263 0.187 0.0 0.0 0.0 -0.0400
C 2.642 -3.271 1.607 0.0 0.0 -0.1 -0.0562
N -1.133 -0.182 -0.970 0.1 0.0 0.0 0.0729
N -1.336 -1.156 0.005 -0.2 0.1 -0.3 -0.0466
C -2.568 -1.715 -0.236 0.1 0.0 0.0 -0.1976
C -3.111 -1.113 -1.340 0.0 0.0 0.0 0.0832
C -2.193 -0.152 -1.780 0.0 0.0 0.0 -0.1475
C -2.353 0.742 -2.969 0.0 0.0 0.0 -0.3569
C -2.311 -0.107 -4.247 0.0 0.0 0.0 -0.0320
C -3.670 1.519 -2.874 0.0 0.0 0.0 -0.0369
C -3.148 -2.828 0.580 0.0 0.0 0.0 -0.3707
C -4.674 -2.743 0.620 0.0 0.0 0.0 -0.0409
C -2.692 -4.182 0.021 0.0 0.0 0.0 -0.0372
H 1.579 -0.325 5.096 0.0 0.0 0.0 0.1073
H 2.513 0.728 4.009 0.0 0.0 0.0 0.1083
H 1.544 -0.571 3.356 0.1 -0.1 0.1 0.0175
H -0.534 0.642 4.317 0.0 0.0 0.0 0.1332
H 1.462 2.897 4.838 0.0 0.0 0.0 0.0965
H 0.649 1.930 6.068 0.0 0.0 0.0 0.0956
H -0.295 2.998 5.037 0.0 0.0 0.0 0.0950
H 0.313 3.877 2.676 0.0 0.0 0.0 0.1294
H 0.669 3.583 -1.146 0.0 0.0 0.0 0.1128
H -0.040 5.597 1.042 0.0 0.0 0.0 0.0896
H 0.569 5.958 -0.565 0.0 0.0 0.0 0.0939
H 1.609 5.132 0.593 0.0 0.0 0.0 0.0930
H -2.046 4.320 0.053 0.0 0.0 0.0 0.1011
H -1.776 3.076 -1.174 0.0 0.0 0.0 0.0530
H -1.468 4.775 -1.551 0.0 0.0 0.0 0.0993
H 0.113 1.511 -1.801 0.0 0.0 0.0 0.1044
H 4.386 -1.181 -1.769 0.0 0.0 0.0 0.1346
H 3.500 0.276 -3.527 0.0 0.0 0.0 0.1433
H 1.789 2.619 -2.612 0.0 0.0 0.0 0.0528
H 3.042 2.603 -3.841 0.0 0.0 0.0 0.0972
H 3.483 2.385 -2.150 0.0 0.0 0.0 0.0954
H 0.491 0.713 -3.765 0.0 0.0 0.0 0.0503
H 1.339 -0.777 -4.210 0.0 0.0 0.0 0.0955
H 1.685 0.728 -5.057 0.0 0.0 0.0 0.0997
H 4.132 -1.743 1.579 0.0 0.0 0.0 0.1578
H 4.263 -3.913 -0.571 0.0 0.0 0.0 0.1017
H 5.196 -3.888 0.930 0.0 0.0 0.0 0.0953
H 5.471 -2.653 -0.286 0.0 0.0 0.0 0.0872
H 2.097 -3.945 0.944 0.0 0.0 0.0 0.1083
H 1.899 -2.696 2.189 0.2 0.2 0.2 0.0039
H 3.134 -3.866 2.376 0.0 0.0 0.0 0.1173
H -4.068 -1.330 -1.781 0.0 0.0 0.0 0.1374
H -1.527 1.453 -2.991 0.0 0.0 0.0 0.1066
H -3.155 -0.797 -4.279 0.0 0.0 0.0 0.0920
H -1.393 -0.690 -4.320 0.0 0.0 0.0 0.0755
H -2.375 0.542 -5.119 0.0 0.0 0.0 0.0979
H -4.525 0.844 -2.918 0.0 0.0 0.0 0.0888
H -3.748 2.206 -3.716 0.0 0.0 0.0 0.0971
H -3.740 2.097 -1.953 0.0 0.0 0.0 0.0797
H -2.792 -2.725 1.605 0.0 0.0 0.0 0.0916
H -5.103 -2.906 -0.369 0.0 0.0 0.0 0.0878
H -5.017 -1.778 0.994 0.0 0.0 0.0 0.0946
H -5.063 -3.520 1.276 0.0 0.0 0.0 0.0957
H -3.103 -4.332 -0.978 0.0 0.0 0.0 0.0971
H -3.054 -4.987 0.660 0.0 0.0 0.0 0.0974
H -1.607 -4.262 -0.044 0.0 0.0 0.0 0.0679
O 0.279 -3.387 4.335 -0.2 0.1 -0.2 -0.1965
Cl -0.790 -3.089 3.473 0.0 -0.3 0.4 0.7696
O -0.373 -3.357 2.041 0.0 0.0 0.2 -0.4326
O -2.002 -3.708 3.772 0.0 0.1 -0.2 -0.1617
O -0.948 -1.582 3.371 0.1 -0.1 0.1 -0.4117


Looking at relative energy (zero: lowest compared OMol25 entry of this formula, charge and spin) for the records above, in order, we have 58.32 10.11 4.02 kcal per mole.